Below is a molecular structure, C42H29AgO6PSb in a non-equilibrium geometry, with properties calculated with ωB97M-V/def2-TZVPD.

## Properties
* HOMO energy: -1.293 eV
* total charge: -2
* ΔE to the lowest compared entry with this formula, charge and spin: 54.00 kJ/mol
* HOMO-LUMO gap: 0.1947 hartree

Geometry (Å):
Ag1 0.712 1.595 -1.852
O1 4.101 -2.037 -5.811
C1 3.199 -1.374 -5.328
C2 2.959 0.092 -5.553
O2 3.341 0.745 -6.513
C3 2.145 0.535 -4.405
C4 1.618 -0.636 -3.768
O3 0.797 -0.562 -2.786
C5 2.149 -1.845 -4.371
O4 1.829 -3.010 -4.147
O5 1.919 1.705 -4.019
C6 2.206 2.636 3.669
C7 1.843 3.593 2.733
C8 0.761 3.375 1.890
C9 0.032 2.195 1.976
C10 0.412 1.230 2.909
C11 1.488 1.450 3.755
P1 -1.431 1.795 0.938
C12 -2.730 2.166 2.208
C13 -3.971 1.555 2.040
C14 -5.030 1.841 2.890
C15 -4.858 2.743 3.929
C16 -3.621 3.344 4.120
C17 -2.565 3.058 3.266
C18 -1.562 3.253 -0.168
C19 -2.443 4.309 0.074
C20 -2.485 5.387 -0.795
C21 -1.642 5.404 -1.896
C22 -0.791 4.335 -2.139
C23 -0.730 3.199 -1.316
H1 3.055 2.807 4.320
H2 2.410 4.512 2.647
H3 0.481 4.122 1.157
H4 -0.136 0.294 2.962
H5 1.774 0.691 4.473
H6 -4.099 0.851 1.224
H7 -5.990 1.358 2.744
H8 -5.686 2.981 4.587
H9 -3.481 4.045 4.934
H10 -1.607 3.542 3.413
H11 -3.094 4.305 0.940
H12 -3.164 6.212 -0.605
H13 -1.662 6.249 -2.577
H14 -0.153 4.374 -3.018
C24 0.263 -4.193 3.682
C25 1.435 -3.491 3.425
C26 1.509 -2.645 2.329
C27 0.430 -2.482 1.458
C28 -0.744 -3.173 1.747
C29 -0.829 -4.024 2.843
Sb1 0.705 -1.170 -0.301
C30 2.359 -2.400 -0.911
C31 2.382 -3.787 -0.822
C32 3.489 -4.504 -1.253
C33 4.596 -3.838 -1.759
C34 4.593 -2.454 -1.830
C35 3.479 -1.741 -1.410
C36 -1.010 -2.056 -1.247
C37 -2.183 -1.308 -1.286
C38 -3.349 -1.835 -1.828
C39 -3.351 -3.123 -2.342
C40 -2.175 -3.860 -2.348
C41 -1.011 -3.327 -1.812
H15 0.203 -4.865 4.530
H16 2.291 -3.614 4.079
H17 2.431 -2.106 2.129
H18 -1.604 -3.055 1.097
H19 -1.748 -4.566 3.040
H20 1.534 -4.319 -0.406
H21 3.477 -5.587 -1.217
H22 5.456 -4.399 -2.105
H23 5.449 -1.927 -2.236
H24 3.472 -0.658 -1.491
H25 -2.185 -0.297 -0.899
H26 -4.253 -1.236 -1.854
H27 -4.262 -3.544 -2.753
H28 -2.165 -4.855 -2.779
H29 -0.090 -3.894 -1.869
O6 2.738 3.468 -1.337
C42 2.366 2.449 -0.995